Molecular formula: C6H10
Method: DFT, ωB97M-V/def2-TZVPD

XYZ file:
```
16
Properties=species:S:1:pos:R:3
C 0.199 0.438 1.727
C -1.725 -0.144 -1.396
C -0.457 -0.196 -1.011
C 0.336 -1.215 -0.221
C 0.990 0.002 0.488
C 0.603 0.860 -0.754
H -0.104 -0.419 2.338
H -0.717 0.964 1.434
H -2.163 0.774 -1.781
H -2.369 -1.016 -1.311
H 1.062 -1.748 -0.850
H -0.207 -1.936 0.400
H 2.062 -0.093 0.697
H 0.791 1.108 2.354
H 1.385 0.846 -1.524
H 0.282 1.893 -0.579
```

Computed properties:
SMILES ... C=C1CC(C)C1
Energy relative to the best compared isomer or geometry (same formula, charge and spin) ... 25.2 kcal/mol
Frontier orbital gap ... 10.44 eV